No. 1
The following is a quantum chemistry calculation of C37H64N6O2P3SScTe as an isolated structure, from OMol25.

Atoms and positions in Å:
Sc  -0.224  0.546  -0.761
N  -2.100  7.894  3.925
C  -1.592  7.050  2.911
C  -0.515  6.211  3.170
C  0.006  5.412  2.157
C  -0.551  5.446  0.894
C  -1.611  6.299  0.620
C  -2.126  7.101  1.621
S  0.158  4.414  -0.387
O  1.586  4.528  -0.122
O  -0.273  4.945  -1.656
N  -0.236  2.874  -0.123
C  -1.592  2.609  0.020
N  -2.487  3.566  -0.108
C  -3.802  3.173  0.001
C  -4.188  1.892  -0.060
C  -3.130  0.869  -0.195
N  -1.846  1.301  0.311
H  -1.971  7.518  4.850
H  -3.062  8.150  3.772
H  -0.095  6.178  4.171
H  0.849  4.755  2.340
H  -2.014  6.297  -0.383
H  -2.969  7.757  1.423
H  -4.520  3.985  0.106
H  -5.227  1.588  -0.048
H  -3.426  -0.059  0.275
C  -0.471  2.745  4.923
P  0.126  2.066  3.299
C  -0.893  0.534  3.263
C  1.711  1.329  3.910
C  2.351  0.332  2.910
P  2.220  0.767  1.080
C  3.282  2.267  1.149
C  3.466  -0.433  0.445
H  -0.601  1.955  5.669
H  -1.425  3.251  4.759
H  0.242  3.484  5.297
H  -0.653  -0.124  4.103
H  -0.723  0.026  2.311
H  -1.944  0.823  3.293
H  1.556  0.836  4.877
H  2.396  2.169  4.069
H  1.877  -0.643  3.031
H  3.416  0.225  3.132
H  4.008  2.186  1.964
H  2.670  3.160  1.262
H  3.810  2.365  0.202
H  4.369  -0.432  1.061
H  3.715  -0.149  -0.580
H  3.031  -1.432  0.424
Te  -2.667  0.315  -2.342
C  -2.960  -2.701  0.553
C  -2.063  -3.715  -0.188
C  -2.464  -5.136  0.214
C  -2.356  -3.536  -1.687
P  -0.258  -3.121  0.086
N  -0.044  -1.611  -0.014
C  0.805  -4.108  -1.179
C  0.455  -5.570  -1.455
C  2.270  -4.034  -0.715
C  0.763  -3.301  -2.486
C  0.232  -3.865  1.810
C  0.466  -5.371  1.925
C  -0.874  -3.486  2.808
C  1.495  -3.098  2.249
H  -3.929  -2.618  0.050
H  -2.485  -1.719  0.539
H  -3.143  -2.984  1.590
H  -3.508  -5.286  -0.085
H  -2.407  -5.301  1.290
H  -1.862  -5.898  -0.285
H  -3.437  -3.587  -1.856
H  -1.892  -4.312  -2.298
H  -2.024  -2.557  -2.035
H  0.459  -6.180  -0.550
H  1.205  -5.982  -2.142
H  -0.517  -5.677  -1.937
H  2.476  -4.671  0.144
H  2.532  -3.003  -0.467
H  2.923  -4.362  -1.531
H  -0.157  -3.445  -3.052
H  1.603  -3.590  -3.129
H  0.857  -2.240  -2.256
H  -0.398  -5.949  1.591
H  0.643  -5.617  2.980
H  1.337  -5.708  1.364
H  -1.744  -4.137  2.724
H  -1.199  -2.458  2.664
H  -0.492  -3.584  3.831
H  2.416  -3.584  1.924
H  1.539  -3.008  3.341
H  1.464  -2.096  1.817
C  -0.635  -1.205  -6.154
N  0.306  -0.224  -5.650
C  -0.335  1.089  -5.585
C  0.787  -0.658  -4.327
C  1.733  0.337  -3.689
C  2.880  0.673  -4.407
C  3.729  1.677  -3.963
C  3.391  2.359  -2.800
C  2.264  1.979  -2.080
C  1.398  0.930  -2.458
H  -0.965  -0.919  -7.156
H  -1.523  -1.304  -5.507
H  -0.147  -2.182  -6.217
H  -0.663  1.372  -6.589
H  0.377  1.831  -5.227
H  -1.202  1.099  -4.910
H  1.293  -1.617  -4.485
H  -0.062  -0.816  -3.651
H  3.083  0.163  -5.345
H  4.623  1.936  -4.520
H  3.993  3.195  -2.455
H  2.037  2.566  -1.201

Summary:
charge	-2
ΔE to the lowest compared entry with this formula, charge and spin	0.0000	eV
highest occupied orbital energy	-0.041	Ha



No. 2
The following is a quantum chemistry calculation of C37H65ClN8OS2Si4Y as an isolated structure, from OMol25.

Atoms and positions in Å:
Y  -0.907  -0.540  0.117
C  -0.682  -0.607  -4.788
C  -1.031  -0.056  -3.433
N  -0.313  -0.391  -2.422
N  0.738  -1.285  -2.738
C  0.462  -2.502  -2.401
S  -0.959  -3.098  -1.638
S  1.798  -3.680  -2.727
C  2.153  -3.380  -4.478
C  1.051  -3.682  -5.485
C  0.019  -4.584  -5.243
C  -0.960  -4.812  -6.206
C  -0.921  -4.147  -7.424
C  0.108  -3.250  -7.678
C  1.081  -3.021  -6.714
C  -2.296  0.691  -3.305
C  -2.749  1.485  -4.373
C  -4.046  1.948  -4.453
C  -4.955  1.534  -3.468
C  -4.534  0.780  -2.397
C  -3.171  0.422  -2.218
O  -2.800  -0.149  -1.116
H  -0.852  -1.685  -4.773
H  0.377  -0.454  -5.007
H  -1.299  -0.177  -5.569
H  3.019  -4.019  -4.668
H  2.472  -2.345  -4.584
H  -0.039  -5.080  -4.281
H  -1.771  -5.499  -5.989
H  -1.695  -4.314  -8.164
H  0.146  -2.714  -8.620
H  1.874  -2.305  -6.910
H  -2.047  1.747  -5.159
H  -4.361  2.576  -5.279
H  -6.002  1.816  -3.544
H  -5.231  0.471  -1.626
C  3.155  -0.626  -1.361
N  3.639  -1.747  -0.583
C  4.789  -2.443  -1.124
C  4.880  -3.673  -0.235
N  3.538  -3.786  0.307
C  3.233  -4.901  1.181
C  2.781  -2.652  0.065
N  1.572  -2.363  0.360
C  0.729  -3.171  1.236
C  0.735  -2.603  2.670
N  1.026  -1.184  2.567
C  1.695  -0.588  3.471
N  2.037  -1.000  4.754
C  1.098  -1.736  5.587
C  2.779  0.070  5.422
C  3.281  0.918  4.264
N  2.297  0.637  3.233
C  2.638  0.933  1.853
H  3.868  0.200  -1.287
H  2.200  -0.300  -0.974
H  3.010  -0.893  -2.409
H  5.681  -1.819  -1.069
H  4.618  -2.718  -2.172
H  5.619  -3.544  0.565
H  5.147  -4.566  -0.801
H  4.157  -5.458  1.336
H  2.501  -5.586  0.749
H  2.880  -4.577  2.161
H  0.967  -4.227  1.257
H  -0.283  -3.124  0.846
H  1.489  -3.121  3.279
H  -0.251  -2.783  3.103
H  0.278  -2.122  4.994
H  0.674  -1.074  6.349
H  1.593  -2.570  6.087
H  3.586  -0.329  6.034
H  2.108  0.647  6.067
H  4.285  0.604  3.951
H  3.313  1.979  4.507
H  3.417  1.695  1.840
H  1.775  1.321  1.309
H  2.990  0.031  1.354
Cl  -2.426  -1.721  1.863
C  -1.896  3.809  4.409
Si  -1.875  2.056  3.709
C  -3.536  1.295  4.129
C  -0.623  1.147  4.769
Si  -1.420  1.979  1.413
Si  0.120  3.693  1.035
C  -0.538  5.463  0.901
C  1.554  3.866  2.275
C  0.885  3.336  -0.660
Si  -3.368  3.002  0.653
C  -3.143  3.643  -1.101
C  -4.833  1.851  0.820
C  -3.835  4.546  1.647
H  -1.960  3.775  5.508
H  -2.752  4.383  4.031
H  -0.979  4.357  4.136
H  -3.630  1.146  5.213
H  -3.646  0.323  3.630
H  -4.362  1.939  3.799
H  -0.941  1.146  5.821
H  0.372  1.606  4.698
H  -0.548  0.108  4.423
H  -0.655  5.911  1.898
H  -1.512  5.512  0.400
H  0.171  6.076  0.328
H  1.560  4.885  2.683
H  1.474  3.164  3.120
H  2.520  3.692  1.785
H  0.114  3.433  -1.442
H  1.282  2.312  -0.728
H  1.704  4.033  -0.897
H  -2.522  2.975  -1.713
H  -2.654  4.624  -1.070
H  -4.105  3.754  -1.614
H  -4.567  0.835  0.502
H  -5.689  2.199  0.226
H  -5.139  1.801  1.872
H  -4.440  5.224  1.027
H  -2.944  5.097  1.979
H  -4.419  4.286  2.540

Summary:
charge	-1
ΔE to the lowest compared entry with this formula, charge and spin	1.2732	eV
highest occupied orbital energy	-0.166	Ha